*w*
Density functional theory data (ωB97M-V with the def2-TZVPD basis set) for a molecular structure, C5H11NS2.

Cartesian coordinates (Å):
S 1.476 1.864 -0.027
S 1.822 -0.866 0.304
N -1.902 1.230 -0.436
C -0.462 0.222 1.313
C 0.833 0.470 0.520
C -1.757 -1.149 -0.598
C 3.337 -0.268 -0.406
C -1.670 0.040 0.355
H 3.967 0.397 0.146
H -0.842 -1.244 -1.252
H -2.455 -0.085 1.129
H -1.723 2.165 -0.113
H -1.986 1.037 -1.418
H -1.757 -2.114 -0.081
H 3.881 -1.172 -0.694
H -0.407 -0.787 1.832
H 3.130 0.158 -1.343
H -0.774 1.093 1.965
H -2.709 -0.991 -1.195

HOMO level in eV: -8.10
Lowest unoccupied orbital energy in eV: 0.10
Frontier orbital gap in eV: 8.196
Total charge: 0

***

*x*
Density functional theory data (ωB97M-V with the def2-TZVPD basis set) for 2 unconnected molecules or ions with the total composition C5H11NS2.

Cartesian coordinates (Å):
S 2.162 -0.686 -0.514
S -0.894 -0.599 1.194
N -0.315 1.551 -0.161
C -0.681 0.359 -0.280
C -1.100 -0.263 -1.556
C 3.257 0.495 -0.322
C -1.533 -2.333 0.577
C 0.051 2.046 1.143
H -1.048 0.453 -2.433
H -2.574 -2.196 0.134
H -0.876 2.121 1.793
H 0.752 1.527 1.755
H 3.224 1.547 -0.563
H -1.436 -2.849 1.538
H -0.771 -2.748 -0.052
H -2.135 -0.551 -1.326
H 4.254 0.087 -0.159
H -0.571 -1.098 -1.696
H 0.234 3.137 0.929

HOMO level in eV: -8.56
Lowest unoccupied orbital energy in eV: -0.39
Frontier orbital gap in eV: 8.173
Total charge: 0

***

Most stable: *w* (next structure +1.559 eV)

***

*w*
Density functional theory data (ωB97M-V with the def2-TZVPD basis set) for 9 unconnected molecules or ions with the total composition C29H55NO24.

Cartesian coordinates (Å):
O 16.863 2.089 18.801
O 18.075 -3.390 16.420
O 19.550 -2.959 19.482
O 20.343 -3.600 21.713
O 17.266 -3.383 14.479
O 24.832 -4.576 12.307
O 24.471 -4.065 14.413
O 19.572 -1.072 10.892
O 20.351 3.380 15.879
O 21.740 -1.222 11.975
O 14.918 1.003 14.912
O 21.241 -1.966 9.746
O 23.970 0.011 14.638
O 25.529 1.942 14.750
O 23.389 1.735 15.866
O 12.861 0.323 15.548
O 18.167 -2.576 21.235
O 23.303 -5.954 13.495
O 17.916 2.061 20.965
O 19.158 1.901 14.337
O 14.711 0.336 17.261
O 17.200 -1.544 15.475
O 17.343 0.096 20.118
O 21.439 2.655 13.959
N 20.396 -2.268 14.659
C 24.770 -5.546 11.298
C 23.432 3.158 16.173
C 20.855 -1.386 10.910
C 20.080 0.000 17.207
C 24.153 -4.860 13.380
C 22.642 -2.227 9.498
C 20.665 -3.650 18.925
C 24.604 -0.469 13.496
C 12.070 -0.566 16.303
C 23.761 -4.181 15.646
C 16.180 1.564 15.188
C 20.312 2.709 14.727
C 17.554 -2.700 15.472
C 17.456 1.392 19.921
C 21.625 1.798 12.795
C 19.115 3.664 16.510
C 18.397 3.390 20.739
C 17.764 -4.711 14.561
C 21.263 -0.581 16.390
C 18.329 -5.688 16.954
C 24.303 1.211 15.148
C 17.841 -2.485 22.645
C 16.764 -0.730 19.135
C 19.343 -3.042 20.784
C 20.803 -1.556 15.416
C 18.877 -0.453 11.995
C 20.502 1.065 18.236
C 14.176 0.556 15.907
C 18.598 -4.593 15.913
H 21.085 0.576 18.932
H 21.996 -1.071 17.044
H 20.661 -4.693 19.160
H 24.553 0.311 12.740
H 12.128 -0.321 17.308
H 17.336 -5.469 17.345
H 23.734 3.856 15.415
H 22.921 -3.031 10.144
H 24.136 -4.964 16.314
H 18.390 -6.681 16.648
H 19.250 0.462 16.635
H 19.292 3.910 17.538
H 24.282 3.315 16.862
H 22.790 -2.510 8.522
H 21.279 0.833 13.101
H 18.534 4.503 16.183
H 20.962 1.890 17.830
H 17.808 -0.475 11.861
H 21.082 2.094 11.943
H 19.098 -1.073 12.974
H 16.827 1.908 14.373
H 18.894 -5.479 17.850
H 16.910 -5.285 14.784
H 23.773 -5.484 10.882
H 19.047 0.574 12.258
H 17.630 4.123 20.891
H 15.671 -0.944 19.135
H 18.722 -2.343 23.378
H 19.501 -0.778 17.687
H 22.679 3.695 16.650
H 25.703 -0.668 13.629
H 19.275 3.587 21.245
H 22.700 1.826 12.514
H 16.872 0.897 15.724
H 25.500 -5.248 10.586
H 21.677 0.224 15.766
H 17.149 -1.738 19.232
H 18.529 2.727 16.523
H 25.124 -6.499 11.675
H 17.070 -0.440 18.153
H 22.690 -4.225 15.494
H 19.715 -4.539 15.752
H 17.306 -3.451 22.873
H 23.813 -3.233 16.213
H 11.095 -0.616 15.834
H 19.519 1.297 18.726
H 16.003 2.458 15.796
H 18.406 -5.070 13.790
H 23.427 -1.415 9.702
H 12.557 -1.545 16.187
H 20.838 -3.342 17.883
H 24.110 -1.467 13.247
H 17.187 -1.706 22.888
H 18.742 3.370 19.746
H 21.480 -3.085 19.402

HOMO level in eV: -9.27
Lowest unoccupied orbital energy in eV: 0.47
Frontier orbital gap in eV: 9.735
Total charge: 0

***

*x*
Density functional theory data (ωB97M-V with the def2-TZVPD basis set) for 9 unconnected molecules or ions with the total composition C29H55NO24.

Cartesian coordinates (Å):
O 2.453 0.867 -5.248
O -3.239 5.155 1.618
O -5.470 -0.929 3.775
O 5.254 -2.591 0.553
O 1.926 -3.871 2.957
O 0.455 -1.357 5.408
O -1.486 4.395 0.017
O -0.331 -4.381 3.236
O 0.313 -4.313 1.139
O -1.423 -1.814 -3.488
O 3.714 -0.811 0.378
O 0.865 -0.054 -1.144
O -3.252 2.986 0.993
O 1.026 0.373 3.893
O 0.588 1.144 0.761
O -3.857 0.727 3.362
O 0.344 -1.179 0.702
O 4.190 -0.677 -4.456
O -2.252 -1.183 -1.262
O 4.766 -1.505 -1.503
O 1.767 -0.743 -4.015
O 2.711 -0.789 4.771
O -1.691 -3.389 -2.070
O -3.648 -1.568 3.024
N 0.720 4.167 -4.710
C -2.555 -1.464 2.091
C 3.072 -1.831 5.564
C 3.422 1.522 -6.064
C 0.920 2.068 -0.294
C 3.413 -0.979 1.799
C -0.279 0.654 3.857
C 1.395 -0.573 4.714
C -2.737 2.698 -3.635
C -1.594 -0.575 -4.187
C -2.954 6.523 1.458
C 1.272 1.235 -1.577
C -4.338 -0.563 3.327
C -2.481 4.164 -3.196
C 2.866 -0.154 -4.565
C -6.403 0.073 3.960
C 1.298 -3.937 0.119
C 2.135 2.949 0.173
C -1.761 -2.070 -2.281
C -0.054 -4.709 4.517
C -1.024 4.292 -2.779
C 0.660 -4.158 2.418
C 0.482 -0.109 0.171
C -0.059 4.194 -3.853
C 5.631 -2.406 -2.239
C -2.642 4.222 0.837
C 1.839 -2.039 -3.480
C -1.871 -3.986 -0.823
C 4.554 -1.670 -0.193
C -2.841 1.931 0.171
H 0.630 1.618 -2.303
H -0.908 -5.146 5.067
H 1.463 -4.748 -0.546
H -2.952 -1.746 1.081
H 2.410 -2.685 5.455
H -0.399 1.372 4.688
H -2.527 4.825 -3.954
H -0.782 3.602 -2.038
H -3.479 1.049 0.371
H -2.781 6.806 0.379
H -2.752 2.138 -0.889
H 0.260 -3.939 5.062
H 3.884 -0.157 2.366
H 2.264 3.807 -0.394
H 0.766 -5.442 4.571
H -3.201 2.132 -2.822
H 2.373 -1.088 2.124
H 1.556 -2.810 -4.109
H -0.886 -0.398 -4.980
H -3.687 7.197 1.746
H -2.940 -4.363 -0.685
H -1.146 -4.809 -0.612
H 2.253 -3.585 0.438
H -1.861 1.655 0.476
H 1.815 3.396 1.174
H -6.691 0.560 3.013
H -6.177 0.849 4.611
H 3.300 2.644 -5.824
H 3.227 1.398 -7.102
H -0.761 5.193 -2.309
H -3.366 2.502 -4.553
H -2.655 -0.370 -4.496
H -1.681 -2.109 2.338
H -0.041 2.607 -0.329
H 6.682 -2.423 -2.052
H -1.625 -3.246 -0.067
H -3.125 4.511 -2.442
H 4.461 1.297 -5.884
H 3.002 2.362 0.228
H -2.108 6.670 2.123
H -7.325 -0.331 4.287
H 4.000 -2.216 5.276
H 5.393 -2.331 -3.340
H 5.165 -3.402 -2.052
H 3.980 -1.750 2.251
H -2.298 -0.389 2.015
H -1.208 0.190 -3.588
H 2.307 1.098 -1.894
H -1.062 -0.144 4.113
H -0.584 1.056 2.895
H -1.776 2.207 -3.768
H 2.861 -2.279 -3.075
H 2.995 -1.453 6.531
H 1.033 -2.122 -2.715
H 0.897 -3.219 -0.562

HOMO level in eV: -9.70
Lowest unoccupied orbital energy in eV: 0.45
Frontier orbital gap in eV: 10.150
Total charge: 0

***

Most stable: *x* (next structure +2.608 eV)

***

*w*
Density functional theory data (ωB97M-V with the def2-TZVPD basis set) for C2H4N4O2 in the gas phase.

Cartesian coordinates (Å):
O 0.460 -1.761 -0.349
O 0.100 0.403 -0.324
N 1.938 -1.252 -0.071
N 2.226 1.305 -0.172
N -2.251 0.594 -0.112
N -1.766 -0.742 -0.240
C 1.500 0.260 -0.209
C -0.534 -0.821 -0.045
H -3.424 0.501 -0.175
H 1.397 2.142 -0.336
H 2.267 -1.560 1.056
H -1.912 0.930 0.977

HOMO level in eV: -9.13
Lowest unoccupied orbital energy in eV: -0.10
Frontier orbital gap in eV: 9.030
Total charge: 0

***

*x*
Density functional theory data (ωB97M-V with the def2-TZVPD basis set) for C2H4N4O2 in the gas phase.

Cartesian coordinates (Å):
O 2.211 -0.409 0.575
O 0.664 2.030 0.352
N -2.028 -1.306 -1.140
N -1.106 0.643 0.114
N 0.227 0.751 0.782
N 0.264 -1.182 -0.418
C -0.929 -0.613 -0.542
C 1.015 -0.295 0.254
H 1.240 2.445 1.138
H -2.945 -1.432 -0.472
H -2.025 -2.410 -1.221
H -1.282 1.533 -0.489

HOMO level in eV: -9.68
Lowest unoccupied orbital energy in eV: 0.15
Frontier orbital gap in eV: 9.827
Total charge: 0

***

*y*
Density functional theory data (ωB97M-V with the def2-TZVPD basis set) for C2H4N4O2 in the gas phase.

Cartesian coordinates (Å):
O -2.114 -0.783 0.232
O 2.193 0.364 -0.600
N 0.197 -0.592 0.030
N -0.997 0.022 0.439
N 0.750 -1.488 0.934
N 0.157 1.539 -0.762
C -0.970 1.201 -0.227
C 0.999 0.440 -0.468
H 0.957 -2.369 0.462
H -1.891 1.797 -0.231
H 1.654 -1.138 1.261
H -2.279 -1.159 1.119

HOMO level in eV: -9.74
Lowest unoccupied orbital energy in eV: 0.25
Frontier orbital gap in eV: 9.986
Total charge: 0

***

Most stable: *y* (next structure +0.504 eV)

***

*w*
Density functional theory data (ωB97M-V with the def2-TZVPD basis set) for a molecular structure, C2H4N4O2.

Cartesian coordinates (Å):
O 0.010 -0.340 -0.259
O 0.025 2.061 0.087
N -2.259 -0.545 -0.041
N 2.038 0.837 -0.044
N 2.340 -0.483 -0.241
N -1.285 1.619 -0.425
C -1.184 0.300 -0.188
C 0.749 0.942 -0.149
H -3.196 -0.659 1.152
H 1.437 -1.461 -0.336
H -1.679 -1.625 -0.401
H 3.003 -0.645 0.845

HOMO level in eV: -8.38
Lowest unoccupied orbital energy in eV: -1.44
Frontier orbital gap in eV: 6.940
Total charge: 0

***

*x*
Density functional theory data (ωB97M-V with the def2-TZVPD basis set) for 4 unconnected molecules or ions with the total composition C2H4N4O2.

Cartesian coordinates (Å):
O 1.512 -0.292 0.679
O 2.028 0.563 -1.331
N 2.964 1.061 -0.343
N -0.110 -0.254 -1.293
N 2.679 0.377 0.723
N -1.312 -0.488 -0.730
C 0.948 -0.091 -0.581
C -1.579 -0.202 0.808
H -0.517 1.145 1.241
H -1.998 -0.426 -1.531
H -1.524 -1.739 1.990
H -3.091 0.346 0.368

HOMO level in eV: -8.44
Lowest unoccupied orbital energy in eV: -1.73
Frontier orbital gap in eV: 6.706
Total charge: 0

***

Most stable: *w* (next structure +4.508 eV)